Formula: C14H13AsF3O4Rh
Source: the Open Molecules 2025 dataset
Level of theory: wB97M-V/def2-TZVPD

Results
Strongest force on any atom   3.053 eV/A
Kohn-Sham gap (spin up / spin down)   8.92 / 7.02 eV
Molecular weight   480.076 g/mol

ORCA input file:
```
! RIJCOSX wB97M-V def2-TZVPD def2/J DEFGRID3
* xyz 0 5
Rh 1.967 1.385 -0.103
As 2.898 -0.256 1.688
F -6.729 -1.681 -0.313
F -7.154 -0.170 -1.903
F -6.626 -2.234 -2.370
O 2.299 3.533 -0.100
O 3.356 5.113 -1.370
O 3.821 1.562 -1.374
O 5.581 2.928 -1.749
C 3.106 4.047 -0.886
C -3.989 -1.447 -2.322
C 4.488 2.611 -1.452
C -0.946 0.346 -0.969
C 1.526 -1.516 2.051
C -2.669 -1.134 -2.088
C -3.342 0.728 -0.708
C -4.916 -0.771 -1.612
C 4.275 -1.605 1.157
C -4.624 0.379 -0.836
C -2.308 -0.063 -1.267
C 3.351 0.177 3.492
C -6.389 -1.233 -1.551
C 0.177 0.757 -0.675
H 2.441 0.610 3.941
H 0.884 -1.104 2.775
H 0.856 -1.734 1.231
H 3.625 -0.705 3.953
H -5.419 0.790 -0.189
H 5.216 -1.054 0.965
H 4.467 -2.200 2.066
H 1.867 -2.460 2.401
H -1.856 -1.716 -2.485
H -3.077 1.664 -0.209
H -4.273 -2.296 -2.939
H 3.951 -2.132 0.287
H 4.168 0.883 3.463
*
```

***

Formula: C14H13AsF6N3O2Rh
Source: the Open Molecules 2025 dataset
Level of theory: wB97M-V/def2-TZVPD

Results
Strongest force on any atom   1.975 eV/A
Kohn-Sham gap (spin up / spin down)   5.76 / 4.39 eV
Molecular weight   547.093 g/mol

ORCA input file:
```
! RIJCOSX wB97M-V def2-TZVPD def2/J DEFGRID3
* xyz 1 2
Rh -0.186 0.148 0.109
As 0.642 -2.043 -2.140
F 1.479 -0.793 -1.097
F 0.331 -0.775 -3.233
F 0.863 -3.113 -0.809
F -0.344 -3.143 -2.960
F 2.115 -2.469 -2.849
F -0.850 -1.428 -1.196
O 3.651 3.938 -0.447
O -0.007 1.819 -0.934
N 0.194 -1.298 1.494
N 1.451 0.906 0.865
N 1.971 1.942 0.215
C -0.026 -3.361 2.634
C 0.960 4.938 -3.431
C -0.502 -2.398 1.755
C -2.067 0.487 0.752
C 1.942 -2.031 2.944
C 3.015 5.309 -2.211
C 1.155 2.386 -0.744
C 1.208 -3.175 3.232
C 0.664 3.879 -2.616
C 2.073 0.128 1.690
C 1.535 3.501 -1.570
C 1.404 -1.104 2.073
C 2.140 5.660 -3.211
C 2.737 4.221 -1.381
H 1.601 -3.916 3.915
H 3.081 0.378 2.001
H -2.164 1.549 0.962
H 2.916 -1.855 3.378
H -2.554 0.184 -0.180
H -0.241 3.308 -2.763
H -1.432 -2.528 1.219
H 3.935 5.851 -2.044
H -2.312 -0.132 1.608
H 2.373 6.509 -3.841
H 3.382 3.153 0.054
H 0.294 5.208 -4.238
H -0.614 -4.247 2.822
*
```

***

Q: Among the records above, which one has the highest molecular weight?
A: C14H13AsF6N3O2Rh

***

Q: Which value of strongest force on any atom does entry 1 give?
A: 3.053 eV/A

***

Q: What is the strongest force on any atom in the second record?
A: 1.975 eV/A